(1)
A structure of composition C26H51NO5S3, computed with ωB97M-V/def2-TZVPD.

As for the energy above the lowest of the compared OMol25 structures with the same formula, charge and spin: 0.0000 eV. For the lowest unoccupied orbital energy, the calculation gives -0.484 eV. The energy comes out at -2645.823993 a.u. The charge is 0.

```
86
C26H51NO5S3, DFT ωB97M-V/def2-TZVPD
C 12.42 19.14 54.14
C 12.87 20.53 54.51
N 14.23 20.64 55.10
C 15.31 20.48 54.10
C 14.34 22.13 55.47
C 13.37 22.63 56.63
C 14.43 19.57 56.26
C 15.75 19.83 56.95
O 15.79 18.83 58.01
C 17.07 18.86 58.62
H 13.10 18.67 53.38
H 11.48 19.24 53.48
H 12.33 18.37 54.87
H 12.03 20.97 55.22
H 12.72 21.17 53.69
H 16.38 20.79 54.49
H 15.07 20.90 53.00
H 15.20 19.34 53.72
H 14.13 22.62 54.35
H 15.33 22.32 55.95
H 12.80 23.18 56.12
H 13.90 23.27 57.42
H 12.91 21.74 57.36
H 14.37 18.66 56.03
H 13.62 19.86 56.83
H 15.60 20.83 57.28
H 16.41 19.54 56.27
H 16.96 18.13 59.41
H 17.18 19.94 58.98
H 17.87 18.42 58.14
O 19.78 16.95 58.06
H 19.17 17.29 57.60
C 18.13 17.52 52.09
S 17.85 17.53 53.90
O 16.36 17.25 54.25
C 18.74 16.05 54.26
H 17.77 18.38 51.66
H 17.52 16.66 51.76
H 19.36 17.49 51.77
H 18.52 15.97 55.30
H 19.67 16.22 54.10
H 18.14 15.24 53.66
C 20.40 14.64 58.00
S 19.64 15.85 56.88
O 20.76 16.60 56.13
C 19.25 14.60 55.76
H 21.27 14.18 57.51
H 19.68 14.02 58.39
H 20.79 15.24 58.73
H 18.21 14.11 55.96
H 20.02 13.90 55.68
H 18.96 15.03 54.83
C 19.11 17.01 61.27
S 20.06 15.58 60.91
O 20.55 15.06 62.27
C 18.78 14.42 60.49
H 19.58 17.72 61.90
H 18.08 16.82 61.60
H 18.78 17.30 60.17
H 18.32 14.30 61.43
H 19.31 13.46 60.42
H 18.32 14.63 59.58
C 18.85 22.40 54.27
C 18.52 23.41 55.33
C 18.50 22.94 56.63
C 18.98 21.60 57.03
C 19.31 20.75 56.07
C 19.26 21.18 54.58
H 18.81 22.59 53.16
H 18.14 24.18 54.74
H 17.97 23.68 57.23
H 18.81 21.44 58.10
H 19.52 19.68 56.39
H 19.29 20.24 53.74
C 21.80 18.54 60.60
C 22.54 19.46 61.66
C 23.82 19.00 61.90
C 24.46 17.92 61.39
C 23.83 17.05 60.39
C 22.42 17.38 60.10
H 20.88 18.96 60.36
H 22.23 20.31 62.32
H 24.35 19.67 62.55
H 25.42 17.90 61.63
H 24.37 16.22 60.00
H 21.67 16.90 59.50
```


(2)
A structure of composition C33H53N4O2P2W, computed with ωB97M-V/def2-TZVPD.

For the lowest unoccupied orbital energy (spin up / spin down), the calculation gives -11.123 / -11.008 eV. The energy comes out at -2407.603781 a.u. As for the multiplicity: 3. The charge is +3.

```
95
C33H53N4O2P2W, DFT ωB97M-V/def2-TZVPD
C 1.28 0.10 -2.34
C -0.04 2.00 -1.71
C 1.72 0.75 -3.48
C 0.53 2.72 -2.79
C 1.38 2.09 -3.68
H 2.34 0.19 -4.19
H 0.23 3.75 -2.90
H 1.78 2.63 -4.53
N 0.44 0.72 -1.46
P 1.96 -1.30 -0.07
P -2.00 1.48 0.29
C 1.68 -1.30 -1.91
H 0.90 -2.03 -2.18
H 2.60 -1.61 -2.43
C -0.17 -0.51 2.22
O -0.14 -0.71 3.40
C -1.10 2.44 -0.89
H -1.38 3.49 -1.02
C -3.67 1.16 -0.61
C -2.30 2.59 1.82
C 2.08 -3.12 0.43
C 3.62 -0.39 0.05
C -4.30 -0.09 0.01
H -4.41 -0.02 1.10
H -5.31 -0.22 -0.42
H -3.72 -1.00 -0.22
C -4.63 2.36 -0.51
H -4.95 2.56 0.52
H -4.19 3.26 -0.95
H -5.53 2.12 -1.09
C -3.43 0.93 -2.11
H -4.41 0.81 -2.60
H -2.91 1.78 -2.57
H -2.85 0.02 -2.31
C -3.35 1.92 2.73
H -3.01 0.93 3.04
H -3.46 2.53 3.63
H -4.34 1.83 2.27
C -1.01 2.73 2.62
H -0.68 1.77 3.06
H -0.17 3.12 2.03
H -1.19 3.42 3.46
C -2.70 4.02 1.41
H -3.64 4.08 0.86
H -2.83 4.60 2.33
H -1.91 4.49 0.82
C 4.20 -0.63 1.45
H 5.10 0.00 1.57
H 3.49 -0.34 2.24
H 4.52 -1.67 1.62
C 3.39 1.12 -0.12
H 2.97 1.37 -1.10
H 2.73 1.52 0.67
H 4.36 1.63 -0.03
C 4.62 -0.81 -1.04
H 5.59 -0.33 -0.81
H 4.81 -1.89 -1.07
H 4.32 -0.47 -2.03
C 0.82 -3.86 -0.06
H 0.73 -3.85 -1.15
H 0.88 -4.90 0.27
H -0.10 -3.43 0.37
C 2.11 -3.21 1.97
H 1.25 -2.70 2.43
H 2.07 -4.27 2.25
H 3.02 -2.78 2.40
C 3.33 -3.78 -0.16
H 3.36 -3.70 -1.26
H 4.26 -3.37 0.25
H 3.31 -4.85 0.09
W -0.22 -0.22 0.30
N -1.26 -1.36 -0.86
C -1.89 -1.88 -1.72
C -2.52 -2.81 -2.55
C -2.85 -4.08 -2.02
C -2.87 -2.47 -3.88
C -3.52 -5.00 -2.83
H -2.58 -4.32 -0.99
C -3.55 -3.40 -4.66
H -2.59 -1.49 -4.27
C -3.88 -4.66 -4.14
H -3.77 -5.99 -2.42
H -3.83 -3.13 -5.69
H -4.42 -5.38 -4.75
C 3.38 4.12 3.44
N 3.23 2.85 4.13
C 2.46 1.84 3.63
N 2.45 0.70 4.42
O 1.86 1.90 2.55
H 2.84 4.07 2.50
H 4.44 4.32 3.25
H 2.99 4.94 4.05
H 3.70 2.70 5.00
H 1.66 0.08 4.27
H 2.77 0.81 5.37
```


(3)
A structure of composition C25H51BNNaO13, computed with ωB97M-V/def2-TZVPD.

For the lowest unoccupied orbital energy (spin up / spin down), the calculation gives 1.283 / 1.245 eV. The energy comes out at -2203.333981 a.u. As for the multiplicity: 2. The charge is -1.

```
92
C25H51BNNaO13, DFT ωB97M-V/def2-TZVPD
Na 0.23 0.13 0.83
O 7.70 3.91 -3.04
C 6.57 3.48 -3.03
O 6.02 2.44 -2.25
B 4.62 2.12 -2.67
O 4.30 3.15 -3.75
C 5.39 3.96 -3.99
O 5.47 4.89 -4.78
O 3.63 2.34 -1.59
C 2.87 1.27 -1.47
O 1.87 1.18 -0.71
C 3.31 0.22 -2.45
O 4.34 0.72 -3.14
O 2.79 -0.91 -2.47
C -1.08 -3.31 -0.16
C 0.43 -3.15 0.02
C 1.22 -4.22 -0.77
O 0.84 -1.94 -0.42
H -1.63 -2.40 -0.39
H -1.47 -3.85 0.70
H -1.31 -3.86 -1.07
H 0.75 -3.21 1.06
H 1.58 -3.78 -1.70
H 0.55 -5.03 -1.08
H 2.03 -4.69 -0.21
H 1.53 -2.06 -1.07
C 4.80 -1.29 2.03
C 3.40 -1.93 1.92
C 3.24 -2.93 3.03
O 2.43 -0.95 2.15
H 5.59 -2.04 2.07
H 5.00 -0.49 2.74
H 4.90 -0.66 1.15
H 3.18 -2.53 1.04
H 3.90 -3.78 2.84
H 2.24 -3.29 3.28
H 3.65 -2.40 3.89
H 2.54 -0.73 3.07
C -1.49 2.26 2.69
C -0.24 3.11 2.35
C -0.17 4.29 3.32
O 0.94 2.31 2.31
H -2.35 2.91 2.79
H -1.29 1.67 3.58
H -1.72 1.63 1.83
H -0.48 3.54 1.38
H -0.30 3.87 4.31
H -1.10 4.86 3.27
H 0.56 5.09 3.13
H 1.71 2.88 2.21
C -0.75 -2.93 4.49
C -1.40 -1.94 3.52
C -2.50 -1.09 3.91
O -0.38 -1.18 2.92
H -0.39 -3.77 3.89
H -1.44 -3.35 5.22
H 0.03 -2.41 5.04
H -1.85 -2.51 2.71
H -3.37 -1.72 4.07
H -2.82 -0.51 3.04
H -2.25 -0.43 4.75
H 0.05 -0.61 3.57
C -0.25 0.52 -2.94
C -1.78 0.81 -3.01
C -2.44 -0.29 -3.85
C -3.91 -0.42 -3.65
C -4.38 -0.46 -2.19
C -3.66 0.57 -1.23
N -2.22 0.79 -1.59
O -1.56 1.65 -0.77
C -4.38 1.89 -1.31
C -3.67 -0.08 0.10
C -1.98 2.08 -3.87
H 0.30 0.52 -3.89
H 0.10 -0.39 -2.44
H 0.31 1.30 -2.42
H -2.14 -0.25 -4.89
H -2.00 -1.24 -3.53
H -4.16 -1.33 -4.18
H -4.35 0.42 -4.19
H -4.04 -1.49 -2.05
H -5.45 -0.26 -2.25
H -3.85 2.57 -0.65
H -4.16 2.23 -2.32
H -5.39 1.74 -0.92
H -3.51 -1.15 0.19
H -3.10 0.28 0.95
H -4.72 -0.03 0.40
H -1.98 2.95 -3.21
H -2.90 2.04 -4.44
H -1.24 2.21 -4.66
H -1.92 2.48 -1.08
```